No. 1
This record from the Open Molecules 2025 dataset describes a cluster of 6 separate species, C25H49BN10O4P in total at a distorted geometry. The level of theory is the ωB97M-V functional and the def2-TZVPD basis.

Positions of all 90 atoms, in Å:
1 C 4.405921 3.664633 1.216745
2 B 4.149083 3.307599 -0.258920
3 O 4.888906 2.396480 -0.946586
4 N 3.044884 4.023455 -1.089002
5 N 3.470853 5.139741 -1.763650
6 C 2.454895 5.608603 -2.463766
7 N 1.384591 4.885593 -2.298887
8 C 1.737883 3.911696 -1.438400
9 N 0.874740 2.963054 -1.016162
10 C -0.488998 2.984732 -1.629202
11 C -1.528779 3.668675 -0.739205
12 O -2.411161 4.437861 -1.519097
13 P 1.147179 1.779120 0.138457
14 N -0.095843 0.939088 0.471516
15 O 2.433855 0.993802 -0.373953
16 O 1.600670 2.650519 1.397327
17 H 3.783972 4.468906 1.594656
18 H 4.220907 2.769406 1.809315
19 H 5.462124 3.906522 1.352407
20 H 5.746141 2.698870 -1.265069
21 H 4.418922 5.468799 -1.700335
22 H 2.529845 6.486308 -3.082309
23 H -0.782278 1.952095 -1.789108
24 H -0.444199 3.466090 -2.597378
25 H -1.033642 4.317421 -0.013177
26 H -2.067083 2.909262 -0.175633
27 H -3.198499 3.905775 -1.690214
28 H 0.040003 -0.049775 0.299908
29 H 2.665587 0.329455 0.300185
30 H 1.143334 2.246836 2.152692
31 C -1.340311 -4.080576 1.120213
32 C -0.954226 -4.074541 2.592312
33 C -0.599267 -2.677209 3.120889
34 C 0.602514 -2.146000 2.485881
35 N 1.561039 -1.743144 1.999362
36 H -0.501704 -3.771347 0.490359
37 H -1.634377 -5.080513 0.816095
38 H -2.180933 -3.412176 0.928929
39 H -0.113402 -4.751546 2.751597
40 H -1.784914 -4.455992 3.186835
41 H -0.428685 -2.712613 4.198077
42 H -1.421425 -1.979913 2.948687
43 C 2.561330 -3.992816 -1.071402
44 C 3.442267 -5.222252 -0.894983
45 C 2.670435 -6.519601 -1.156380
46 C 1.603468 -6.707766 -0.173495
47 N 0.766562 -6.855442 0.597742
48 H 1.747935 -3.994352 -0.344293
49 H 3.136784 -3.079640 -0.920179
50 H 2.127475 -3.956290 -2.072812
51 H 3.851759 -5.238497 0.116048
52 H 4.291071 -5.177141 -1.578998
53 H 3.340071 -7.379435 -1.114417
54 H 2.230863 -6.506121 -2.155128
55 C -6.699544 4.355913 -3.427112
56 C -7.001283 2.868944 -3.572734
57 C -6.649358 2.064302 -2.315425
58 C -5.213801 2.060235 -2.049570
59 N -4.083712 2.051608 -1.846660
60 H -5.631656 4.535968 -3.290936
61 H -7.013799 4.898105 -4.317518
62 H -7.227174 4.781836 -2.572262
63 H -6.461291 2.463212 -4.429485
64 H -8.063837 2.728855 -3.773093
65 H -6.977476 1.029304 -2.421669
66 H -7.164086 2.473409 -1.444559
67 C -2.776206 -6.363412 -3.338394
68 C -4.250652 -5.977134 -3.352991
69 C -4.552855 -4.765750 -2.464062
70 C -4.319312 -5.052620 -1.050168
71 N -4.138568 -5.279441 0.059909
72 H -2.456960 -6.674223 -2.342438
73 H -2.591101 -7.192578 -4.020173
74 H -2.149273 -5.525633 -3.650727
75 H -4.857989 -6.824774 -3.033249
76 H -4.556178 -5.734859 -4.372017
77 H -5.592679 -4.458238 -2.584215
78 H -3.931999 -3.917460 -2.758656
79 C 5.623085 2.683238 5.961832
80 C 4.281512 3.054177 6.582197
81 C 3.191451 3.300447 5.533200
82 C 3.479140 4.468934 4.702484
83 N 3.699397 5.398584 4.066389
84 H 6.017250 3.498624 5.353036
85 H 6.355951 2.464567 6.736820
86 H 5.531375 1.797580 5.329485
87 H 4.394025 3.942013 7.205314
88 H 3.945297 2.248756 7.236151
89 H 2.227195 3.456767 6.019087
90 H 3.086928 2.425069 4.888075

Atoms 1-3, force components in eV/Å:
C -0.126 0.427 -0.331
B 0.140 -0.982 0.335
O -0.088 0.820 -0.541

Output
* E: -2196.6073 a.u.
* LUMO level: -0.098 Ha
* total charge: +1

Results of the Mulliken charge analysis, in e, for atoms 1 through 4: C -0.90; B 0.63; O -0.56; N 0.59

---

No. 2
This record from the Open Molecules 2025 dataset describes a structure of composition C25H49ClFGeO5PPbS2Te at a distorted geometry. The level of theory is the ωB97M-V functional and the def2-TZVPD basis.

Positions of all 87 atoms, in Å:
1 Pb 0.659636 0.122568 -0.247081
2 C -2.861717 -2.451197 -3.059294
3 C -1.681071 -1.480639 -3.107495
4 C -2.193580 -0.086825 -3.438353
5 C -0.678633 -1.940013 -4.169173
6 O -1.056401 -1.418388 -1.821508
7 Ge -0.191450 -2.904989 -1.108748
8 O -0.330793 -2.070386 0.580092
9 C -1.127174 -2.632724 1.639052
10 C -0.972028 -1.767707 2.875466
11 C -2.591803 -2.691676 1.207853
12 C -0.618251 -4.044135 1.945293
13 O 1.457299 -1.934578 -1.311646
14 C 2.749052 -2.553306 -1.407395
15 C 2.689789 -3.715374 -2.400972
16 C 3.188195 -3.070732 -0.038508
17 C 3.720003 -1.505068 -1.933269
18 H -3.401867 -2.459300 -4.008927
19 H -2.511708 -3.465597 -2.851749
20 H -3.549782 -2.154337 -2.262780
21 H -2.669997 -0.072918 -4.421715
22 H -2.920549 0.232952 -2.691086
23 H -1.365107 0.626375 -3.442664
24 H -1.129790 -1.927281 -5.164918
25 H 0.194529 -1.286475 -4.168667
26 H -0.338645 -2.958956 -3.956702
27 H -1.353658 -0.762486 2.698877
28 H -1.516975 -2.209926 3.713870
29 H 0.086034 -1.682979 3.141278
30 H -2.950331 -1.696117 0.933530
31 H -2.702868 -3.341102 0.333629
32 H -3.217813 -3.085411 2.012133
33 H 0.439203 -4.005186 2.218920
34 H -1.182358 -4.482931 2.771168
35 H -0.726527 -4.690476 1.071576
36 H 2.043070 -4.509757 -2.026446
37 H 2.295958 -3.372994 -3.361834
38 H 3.689075 -4.128721 -2.555529
39 H 2.475779 -3.820743 0.317946
40 H 4.178317 -3.529922 -0.100431
41 H 3.223483 -2.257365 0.690501
42 H 3.363386 -1.117873 -2.892149
43 H 3.815500 -0.673389 -1.230458
44 H 4.711896 -1.939211 -2.078324
45 C 2.627777 1.105585 5.987003
46 C 1.522152 0.880333 4.983207
47 O 2.089793 0.509560 3.709900
48 P 1.868485 1.457195 2.434198
49 S 3.001803 0.522700 1.047990
50 S -0.073417 1.603761 2.034280
51 O 2.395157 2.872394 2.900962
52 C 3.820812 3.141116 2.999486
53 C 4.308290 3.870417 1.766692
54 H 2.193839 1.324814 6.966054
55 H 3.260617 1.944329 5.690290
56 H 3.253344 0.214898 6.071930
57 H 0.900893 1.770953 4.881217
58 H 0.878475 0.057169 5.292724
59 H 4.359470 2.204080 3.154796
60 H 3.934080 3.754227 3.890118
61 H 4.338894 3.200962 0.907713
62 H 5.306115 4.277094 1.950030
63 H 3.621341 4.684223 1.525911
64 F 1.692664 3.241353 -0.216025
65 Cl -3.359274 3.807157 -1.851877
66 C -4.269295 3.138355 -0.527510
67 C -5.432176 3.772282 -0.144160
68 C -6.200205 3.252997 0.892292
69 C -5.793986 2.086606 1.540438
70 C -4.632067 1.455456 1.161577
71 C -3.812085 1.956081 0.114647
72 C -2.630808 1.298039 -0.240754
73 H -5.737869 4.673582 -0.659480
74 H -7.114460 3.754475 1.185758
75 H -6.392180 1.680045 2.346022
76 H -4.308098 0.549453 1.664408
77 H -1.976521 1.689969 -1.008111
78 H -2.352575 0.365428 0.241539
79 C 1.416485 1.516340 -4.032997
80 Te 1.905389 2.339385 -2.085458
81 C 0.689182 3.999820 -2.538277
82 H 0.375992 1.699307 -4.297664
83 H 1.614461 0.444914 -4.038255
84 H 2.066602 2.002820 -4.766202
85 H 0.919712 4.302396 -3.560656
86 H 0.945488 4.768973 -1.819585
87 H -0.361622 3.726254 -2.447534

Atoms 1-3, force components in eV/Å:
Pb -0.506 -0.460 0.027
C 0.010 -0.022 0.141
C 0.010 -0.102 -0.038

Output
* E: -5593.8549 a.u.
* LUMO level (spin up / spin down): -0.026 / -0.090 Ha
* ΔE to the lowest compared entry with this formula, charge and spin: 0.0 kcal per mole
* total charge: 0

Results of the Mulliken charge analysis, in e, for atoms 1 through 4: Pb 0.59; C -1.80; C 1.45; C -1.33